(1)
The following is a DFT calculation (ωB97M-V/def2-TZVPD) of C5H8OS2 in the gas phase.

CARTESIAN COORDINATES (ANGSTROEM)
C -0.42 -2.75 0.42
C 1.79 -0.42 -0.25
C 0.64 0.45 -0.49
C -0.49 0.27 0.56
C -1.70 -0.41 -0.03
O -0.83 -5.26 -0.16
S -1.31 -2.06 -0.79
S 0.01 -4.34 0.63
H 2.19 -0.52 0.74
H 2.23 -1.00 -1.04
H 0.97 1.50 -0.45
H 0.24 0.29 -1.49
H -0.11 -0.32 1.40
H -0.81 1.24 0.95
H -2.47 -0.58 0.73
H -2.13 0.17 -0.84

maximum force = 1.25 eV/Å
net charge = 0
HOMO energy (spin up / spin down) = -8.0 / -8.7 eV
HOMO-LUMO gap (spin up / spin down) = 6.05 / 8.62 eV
DFT total energy = -29027.707 eV
multiplicity = 1



(2)
The following is a DFT calculation (ωB97M-V/def2-TZVPD) of C5H8OS2 in the gas phase.

CARTESIAN COORDINATES (ANGSTROEM)
C 0.37 -0.29 1.02
C -1.00 0.02 0.40
C -1.35 -0.34 -1.03
C -1.42 1.13 -0.53
C 1.53 -0.15 0.10
H 0.97 -2.20 1.03
H 0.44 0.39 1.84
H -1.72 -0.30 1.15
H -2.22 -0.90 -1.35
H -0.49 -0.47 -1.73
H -0.64 1.76 -0.92
H -2.39 1.65 -0.26
H 3.26 1.26 -0.57
O 0.36 -1.62 1.53
S 2.27 1.42 0.26
S 2.03 -1.35 -0.93

maximum force = 1.76 eV/Å
SMILES string = O[C@@H](C(=S)S)C1CC1
net charge = 0
HOMO energy = -9.2 eV
HOMO-LUMO gap = 8.57 eV
DFT total energy = -29030.965 eV
multiplicity = 1



(3)
The following is a DFT calculation (ωB97M-V/def2-TZVPD) of 3 unconnected molecules or ions with the total composition C5H8OS2.

CARTESIAN COORDINATES (ANGSTROEM)
C 0.97 -2.43 -0.65
C -0.27 -0.36 0.45
C -1.21 -1.37 1.29
C -0.30 0.93 0.70
C 0.92 1.62 0.13
H 0.06 -3.02 -0.28
H 1.62 -2.97 -1.47
H 1.65 -2.64 0.13
H -1.95 -0.63 1.78
H -0.48 -1.76 1.95
H -3.23 -1.63 0.85
H -1.12 1.59 1.31
H 2.26 0.94 0.06
O -1.99 -2.25 0.47
S 0.39 -0.80 -1.06
S 0.65 3.15 -0.17

maximum force = 6.28 eV/Å
net charge = 0
HOMO energy = -8.0 eV
HOMO-LUMO gap = 7.19 eV
DFT total energy = -29025.172 eV
multiplicity = 1



(4)
The following is a DFT calculation (ωB97M-V/def2-TZVPD) of a molecular structure, C5H8S.

CARTESIAN COORDINATES (ANGSTROEM)
C 0.18 1.72 0.30
C 0.25 0.55 -0.68
C 0.93 -0.70 -0.16
C -0.41 -1.69 0.25
C -1.16 -0.31 -0.23
H -0.84 2.22 0.19
H 0.28 1.26 1.31
H 0.91 2.54 0.14
H 0.63 0.70 -1.67
H 1.60 -0.72 0.86
H 1.53 -1.34 -1.17
H -0.52 -1.72 1.48
H -0.55 -2.61 -0.48
S -2.84 0.11 -0.13

maximum force = 5.92 eV/Å
net charge = 0
HOMO energy = -8.6 eV
HOMO-LUMO gap = 8.14 eV
DFT total energy = -16145.318 eV
multiplicity = 1



(5)
The following is a DFT calculation (ωB97M-V/def2-TZVPD) of C5H8S in the gas phase.

CARTESIAN COORDINATES (ANGSTROEM)
C -0.47 -1.41 1.09
C -1.09 0.07 1.29
C 0.10 0.82 0.53
C 0.09 -0.30 -0.61
C 0.75 -1.59 -0.04
H -0.15 -1.54 2.28
H -1.49 -2.05 1.10
H -0.94 0.34 2.33
H -2.07 -0.04 0.87
H 0.91 0.69 1.29
H -0.94 -0.65 -1.08
H 1.70 -1.23 0.37
H 0.76 -2.56 -0.69
S 0.37 1.34 -1.25

maximum force = 6.01 eV/Å
SMILES string = C1C[C@@H]2S[C@H]2C1
net charge = 0
HOMO energy = -8.8 eV
HOMO-LUMO gap = 9.65 eV
DFT total energy = -16144.650 eV
multiplicity = 1



(6)
The following is a DFT calculation (ωB97M-V/def2-TZVPD) of C5H8S in the gas phase.

CARTESIAN COORDINATES (ANGSTROEM)
C -1.23 -0.16 0.44
C 0.04 -0.36 -0.38
C 1.37 -0.10 0.32
C 2.42 0.95 -0.04
C 2.70 -0.59 -0.11
H -1.22 -0.46 1.55
H 0.00 0.11 -1.36
H 0.07 -1.38 -0.50
H 1.20 -0.13 1.45
H 2.90 1.50 0.78
H 2.50 1.47 -0.96
H 3.41 -1.06 0.50
H 2.83 -0.95 -1.08
S -2.72 0.15 -0.11

maximum force = 2.84 eV/Å
SMILES string = S=CCC1CC1
net charge = 0
HOMO energy = -8.7 eV
HOMO-LUMO gap = 8.57 eV
DFT total energy = -16147.709 eV
multiplicity = 1



(7)
The following is a DFT calculation (ωB97M-V/def2-TZVPD) of 2 unconnected molecules or ions with the total composition C5H8S.

CARTESIAN COORDINATES (ANGSTROEM)
C -0.08 3.13 1.06
C 1.00 -2.58 -0.95
C 0.25 2.13 0.26
C 0.14 0.77 0.46
C -2.00 -0.77 -0.32
S -1.05 -0.22 0.88
H 0.14 4.18 0.78
H -0.52 2.95 2.08
H 1.64 -1.74 -1.12
H 1.56 -3.58 -0.92
H 0.75 2.30 -0.70
H -2.57 -1.55 0.08
H 0.60 -2.48 0.04
H 0.15 -2.54 -1.62

maximum force = 2.82 eV/Å
SMILES string = C#S#CC=C.C
net charge = 0
HOMO energy (spin up / spin down) = -8.5 / -8.5 eV
HOMO-LUMO gap (spin up / spin down) = 6.88 / 7.04 eV
DFT total energy = -16142.203 eV
multiplicity = 1



(8)
The following is a DFT calculation (ωB97M-V/def2-TZVPD) of C5H8S in the gas phase.

CARTESIAN COORDINATES (ANGSTROEM)
C -1.40 0.94 0.34
C -0.14 0.67 -0.28
C 1.02 0.13 0.26
C 2.39 0.29 -0.24
C 3.32 -0.60 0.10
H -1.39 -1.12 -0.94
H -1.38 1.05 1.51
H -2.00 1.81 0.08
H -0.04 0.83 -1.36
H 1.10 -0.38 1.30
H 2.69 1.09 -0.99
H 4.33 -0.57 -0.29
H 3.23 -1.32 0.91
S -2.35 -0.62 -0.08

maximum force = 4.78 eV/Å
SMILES string = C=C/C=C/CS
net charge = 0
HOMO energy = -8.3 eV
HOMO-LUMO gap = 8.85 eV
DFT total energy = -16147.493 eV
multiplicity = 1



(9)
The following is a DFT calculation (ωB97M-V/def2-TZVPD) of a molecular structure, C5H8S2.

CARTESIAN COORDINATES (ANGSTROEM)
C -1.52 0.23 1.65
C -0.93 0.83 0.32
C 0.52 0.96 0.41
C 1.07 -0.32 -0.09
C 1.21 -0.27 -1.63
H -2.37 -0.74 1.41
H -1.86 1.43 2.12
H -0.42 -0.13 2.49
H 1.00 1.75 -0.22
H 0.87 1.14 1.46
H 0.35 0.43 -2.12
H 1.97 0.54 -1.93
H 1.33 -1.26 -2.01
S -1.80 0.84 -1.15
S 1.62 -1.57 0.82

maximum force = 4.82 eV/Å
net charge = 0
HOMO energy = -8.7 eV
HOMO-LUMO gap = 7.64 eV
DFT total energy = -26980.549 eV
multiplicity = 1



(10)
The following is a DFT calculation (ωB97M-V/def2-TZVPD) of C5H8S3 in the gas phase.

CARTESIAN COORDINATES (ANGSTROEM)
C 0.73 2.26 0.22
C 0.20 0.87 0.10
C -1.36 0.94 -0.05
C 1.21 -1.44 -0.70
C 1.06 -1.62 0.60
H 0.50 2.89 -0.63
H 1.81 2.21 0.33
H 0.35 2.70 1.13
H -1.73 1.39 0.89
H -1.64 1.62 -0.86
H -1.97 -1.23 0.91
H 1.64 -2.24 -1.29
H 1.30 -2.58 1.04
S -2.28 -0.58 -0.24
S 0.95 0.09 -1.46
S 0.63 -0.18 1.54

maximum force = 2.05 eV/Å
SMILES string = CC1(CS)SC=CS1
net charge = 0
HOMO energy = -7.9 eV
HOMO-LUMO gap = 8.52 eV
DFT total energy = -37819.837 eV
multiplicity = 1



(11)
The following is a DFT calculation (ωB97M-V/def2-TZVPD) of C5H8Si in the gas phase.

CARTESIAN COORDINATES (ANGSTROEM)
C -0.12 0.81 -0.38
C -1.29 0.30 0.34
C 1.43 1.39 0.40
C 1.26 0.18 -0.01
C 1.91 -1.11 -0.02
Si -3.05 -0.13 -0.15
H -0.09 1.49 -1.27
H -0.93 -0.45 1.12
H 2.03 2.14 0.89
H 3.06 -0.93 -0.33
H 1.43 -1.77 -0.74
H 1.96 -1.62 0.98
H -3.55 0.67 -1.20
H -4.06 -0.98 0.38

maximum force = 5.06 eV/Å
SMILES string = CC1=C[C@@H]1C=[SiH2]
net charge = 0
HOMO energy (spin up / spin down) = -7.1 / -7.1 eV
HOMO-LUMO gap (spin up / spin down) = 7.06 / 7.06 eV
DFT total energy = -13185.831 eV
multiplicity = 1



(12)
The following is a DFT calculation (ωB97M-V/def2-TZVPD) of a molecular structure, C5H9AlO3.

CARTESIAN COORDINATES (ANGSTROEM)
H -1.20 -0.11 0.69
O 0.05 -0.22 -0.71
O 0.88 -0.37 1.42
O 0.20 1.68 0.55
C -1.04 -0.96 -0.90
C 1.80 0.17 2.07
C -0.91 -2.17 -1.71
C 2.49 -0.54 3.13
C -0.04 0.48 0.56
H -1.96 -0.37 -1.03
H 2.00 1.24 1.86
H -1.36 -3.00 -1.14
H -1.54 -2.04 -2.60
H 0.13 -2.38 -1.99
H 3.57 -0.51 2.88
H 2.40 0.08 4.04
H 2.13 -1.55 3.27
Al 0.09 3.15 0.03

maximum force = 10.11 eV/Å
net charge = +3
HOMO energy (spin up / spin down) = -24.0 / -24.8 eV
HOMO-LUMO gap (spin up / spin down) = 9.83 / 8.69 eV
DFT total energy = -18032.329 eV
multiplicity = 2



(13)
The following is a DFT calculation (ωB97M-V/def2-TZVPD) of 2 unconnected molecules or ions with the total composition C5H9B.

CARTESIAN COORDINATES (ANGSTROEM)
B -0.56 0.58 1.59
C 0.52 -1.10 -2.95
C 1.77 -0.85 -2.91
C 1.09 -0.54 -1.65
C 0.44 1.32 2.17
C -2.02 0.06 1.88
H -0.44 -1.27 -3.39
H 2.71 -0.78 -3.60
H 1.58 -0.99 -0.89
H 0.58 0.57 -1.56
H 0.78 0.99 3.19
H 0.80 2.25 1.89
H -2.71 -0.47 1.16
H -2.54 0.89 2.36
H -1.98 -0.67 2.71

maximum force = 6.14 eV/Å
SMILES string = C1=CC1.C=BC
net charge = 0
HOMO energy = -8.4 eV
HOMO-LUMO gap = 8.79 eV
DFT total energy = -6000.907 eV
multiplicity = 1



(14)
The following is a DFT calculation (ωB97M-V/def2-TZVPD) of C5H9B in the gas phase.

CARTESIAN COORDINATES (ANGSTROEM)
B 0.65 -0.17 0.34
C -0.39 -1.29 0.22
C -1.64 -0.84 0.16
C 0.10 1.21 0.38
C -1.83 0.56 -0.28
C 2.17 -0.26 -0.14
H -0.38 -2.43 0.39
H -2.58 -1.53 0.29
H -0.23 1.95 1.19
H 0.37 1.83 -0.47
H -1.66 0.93 -1.20
H -2.67 1.01 0.02
H 2.71 0.67 -0.30
H 2.46 -0.76 -1.17
H 2.91 -0.88 0.56

maximum force = 5.78 eV/Å
net charge = 0
HOMO energy = -8.9 eV
HOMO-LUMO gap = 9.63 eV
DFT total energy = -6003.721 eV
multiplicity = 1